1.
A cluster of 2 separate species, C4H10O in total at a distorted geometry, computed with wB97M-V/def2-TZVPD.

## Properties
* multiplicity: 2
* gap between HOMO and LUMO (spin up / spin down): 6.64 / 4.57 eV
* total charge: +1
* LUMO level (spin up / spin down): -6.30 / -8.37 eV
* ⟨S²⟩: 0.76

Positions of all 15 atoms, in Å:
C -2.915 2.308 0.285
O -1.509 2.043 0.315
H -3.284 2.135 -0.718
H -3.420 1.765 1.080
H -3.029 3.380 0.512
H -1.086 2.233 1.150
C 1.168 -0.512 -0.443
C 2.147 -1.657 -0.390
C 1.884 -2.910 0.081
H 1.088 -0.136 -1.462
H 0.195 -0.864 -0.104
H 1.476 0.321 0.196
H 2.995 -1.526 -1.073
H 2.041 -3.778 -0.564
H 1.611 -3.200 1.097

2.
A cluster of 2 separate species, C4H10O2 in total, computed with wB97M-V/def2-TZVPD.

## Properties
* SMILES: CC(=O)CCO.[H][H]
* multiplicity: 1
* gap between HOMO and LUMO: 10.86 eV
* LUMO level: 0.88 eV

Positions of all 16 atoms, in Å:
C -2.038 0.211 0.449
C -0.806 -0.524 -0.014
O -0.571 -1.662 0.353
C 0.103 0.182 -1.001
C 1.630 -0.044 -0.778
O 1.975 -0.828 0.340
H -2.502 -0.325 1.280
H -1.778 1.230 0.752
H -2.754 0.291 -0.378
H 0.573 1.016 2.109
H 1.316 -1.541 0.403
H -0.138 1.249 -1.018
H -0.183 -0.211 -1.987
H 2.097 0.935 -0.619
H 2.061 -0.469 -1.699
H 1.015 0.491 1.808

3.
A cluster of 2 separate species, C4H10O2 in total at a distorted geometry, computed with wB97M-V/def2-TZVPD.

## Properties
* SMILES: C/C=C(/C)O.O
* multiplicity: 1
* gap between HOMO and LUMO: 9.01 eV
* LUMO level: 0.54 eV

Positions of all 16 atoms, in Å:
C -0.155 -0.543 -1.488
C 0.187 -1.112 -0.130
C 0.401 -0.361 0.904
O -0.030 0.997 1.125
C 1.099 -0.834 2.197
H -0.397 0.508 -1.355
H 0.607 -0.632 -2.295
H -0.944 -1.277 -1.973
H 0.245 -2.233 -0.045
H -0.010 1.549 0.370
H 0.543 -0.677 3.104
H 1.313 -1.910 2.003
H 2.032 -0.319 2.204
H -1.638 1.748 -2.134
H -1.893 2.953 -1.198
O -1.361 2.144 -1.290

4.
The molecule C4H10O2 at a distorted geometry, computed with wB97M-V/def2-TZVPD.

## Properties
* SMILES: CO[C@@H](C)CO
* multiplicity: 1
* gap between HOMO and LUMO: 10.61 eV
* LUMO level: 0.91 eV

Positions of all 16 atoms, in Å:
C -1.383 -1.205 0.780
O -1.082 0.139 0.635
C -0.055 0.399 -0.283
C -0.235 1.953 -0.304
C 1.424 -0.253 -0.073
O 1.733 -1.319 -0.977
H -2.199 -1.157 1.501
H -1.716 -1.670 -0.171
H -0.503 -1.729 1.144
H -0.345 -0.009 -1.282
H -1.246 2.244 -0.657
H 0.496 2.456 -0.922
H -0.194 2.333 0.728
H 2.074 0.556 -0.384
H 1.840 -0.578 0.915
H 1.389 -2.160 -0.649

5.
The molecule C4H10O2 at a distorted geometry, computed with wB97M-V/def2-TZVPD.

## Properties
* SMILES: CCOCOC
* multiplicity: 1
* gap between HOMO and LUMO: 10.96 eV
* LUMO level: 1.01 eV

Positions of all 16 atoms, in Å:
C -2.163 -0.562 0.281
C -1.352 0.197 -0.757
C 0.566 0.892 0.387
C 2.483 -0.342 -0.074
H -2.825 0.120 0.767
H -2.671 -1.394 -0.274
H -1.637 -1.044 1.092
H -2.074 0.638 -1.536
H -0.735 -0.520 -1.293
H 0.310 0.245 1.217
H 1.044 1.778 0.771
H 3.130 0.477 0.310
H 2.917 -0.852 -0.917
H 2.387 -1.080 0.806
O -0.678 1.312 -0.179
O 1.300 0.136 -0.601

6.
The molecule C4H10O2 at a distorted geometry, computed with wB97M-V/def2-TZVPD.

## Properties
* SMILES: CO[C@@H](C)CO
* multiplicity: 1
* gap between HOMO and LUMO: 9.89 eV
* LUMO level: 0.84 eV

Positions of all 16 atoms, in Å:
C 1.388 1.130 0.286
O 1.256 -0.299 0.442
C 0.154 -0.635 -0.345
C -0.241 -2.111 -0.095
C -0.984 0.395 0.056
O -1.023 1.961 -0.443
H 1.899 1.476 1.185
H 1.986 1.307 -0.613
H 0.391 1.764 0.029
H 0.407 -0.548 -1.415
H 0.579 -2.788 -0.380
H -1.111 -2.400 -0.695
H -0.457 -2.308 0.961
H -1.917 0.111 -0.385
H -0.969 0.379 1.156
H -1.357 2.566 0.258

What did we get for E_tot? Answer: -233.23006; -308.83743; -308.82930; -308.82737; -308.82966; -308.77657 Ha, in the order shown.